This record from the OMol25 dataset describes an isolated ion of composition C7H11N2O3S and charge -1. The level of theory is the ωB97M-V functional and the def2-TZVPD basis.

The total energy is -27392.9641 eV. Its charge is -1. Its multiplicity is 1. The value obtained for the highest occupied orbital energy is -2.98 eV. The frontier orbital gap is 6.2 eV. As for the energy relative to the best compared isomer or geometry (same formula, charge and spin): 37.6 kcal per mole.

Cartesian coordinates (Å):
C: -1.2499 -0.1585 -1.9607
C: -0.3767 0.7644 -1.4020
C: -2.0372 0.5083 0.0591
C: 0.8463 1.3591 -1.8725
C: -2.9056 0.8827 1.2250
C: 1.7622 -1.9536 -0.4386
C: 1.5040 -0.9320 0.6225
N: -2.3582 -0.2243 -1.0047
N: -0.8554 1.2446 -0.1524
O: 3.6739 0.3087 0.3538
O: 2.1293 0.7970 -1.3562
O: 1.7447 1.7202 0.9174
S: 2.2730 0.6108 0.1775
H: 0.3985 -0.9423 0.8148
H: 1.1392 1.3612 -2.9980
H: 1.0078 2.4766 -1.7299
H: -3.5895 0.0708 1.2277
H: -2.2159 0.8662 2.2342
H: -3.2860 1.8353 1.1537
H: 0.9505 -2.7492 -0.4900
H: 1.9765 -1.3016 -1.3938
H: 2.6944 -2.4048 -0.2674
H: 2.0213 -1.0112 1.6200
H: -0.3326 1.8770 0.4477

Here are the Mulliken charges for atoms 1 to 4, given in e: -0.822, 0.694, 0.504, -1.075

This record from the OMol25 dataset describes C6H10O4 in the gas phase. The level of theory is the ωB97M-V functional and the def2-TZVPD basis.

As for the SMILES: C=C(O)OCC/C(O)=C/O. The total energy is -14571.1632 eV. Its charge is 0. Its multiplicity is 1. The value obtained for the highest occupied orbital energy is -7.96 eV. The frontier orbital gap is 8.6 eV. As for the energy relative to the best compared isomer or geometry (same formula, charge and spin): 72.6 kcal per mole.

Cartesian coordinates (Å):
C: 0.4186 -2.7981 1.8400
C: -0.2911 -2.4704 0.8298
O: -1.3670 -3.0598 0.2655
O: -0.1893 -1.1847 0.1268
C: 0.5336 -0.2234 0.7738
C: 0.9446 1.0099 -0.1941
C: -0.1175 1.5564 -0.9675
O: -0.7767 0.7420 -1.8912
C: -0.4394 2.8608 -0.9542
O: -1.1108 3.5200 -1.9047
H: 0.1721 -3.6199 2.4313
H: 1.1984 -2.2017 2.0401
H: -1.6970 -2.4352 -0.3480
H: 1.5137 -0.5375 1.0952
H: 0.0489 0.2975 1.6203
H: 1.3034 1.8742 0.3744
H: 1.7502 0.5277 -0.8219
H: -0.4910 -0.1818 -1.6052
H: 0.0844 3.6049 -0.3741
H: -1.4880 2.7188 -2.3362

Here are the Mulliken charges for atoms 1 to 4, given in e: -0.946, 0.633, -0.512, -0.342

This record from the OMol25 dataset describes C6H15NS in the gas phase. The level of theory is the ωB97M-V functional and the def2-TZVPD basis.

As for the SMILES: CCN[C@H](C)CCS. The total energy is -18789.9599 eV. Its charge is 0. Its multiplicity is 1. The value obtained for the highest occupied orbital energy is -8.62 eV. The frontier orbital gap is 9.7 eV. As for the energy relative to the best compared isomer or geometry (same formula, charge and spin): 14.5 kcal per mole.

Cartesian coordinates (Å):
C: -1.3628 -2.1652 1.8652
C: -0.4672 -1.8912 0.6658
N: -0.4093 -0.4654 0.3497
C: 0.7732 -0.0957 -0.4192
C: 2.0477 -0.0766 0.4719
C: 0.5668 1.3673 -0.9378
C: -0.7830 1.6417 -1.5329
S: -1.3042 3.4433 -1.4301
H: -1.1319 -1.8319 2.8780
H: -1.6085 -3.2274 1.8855
H: -2.3041 -1.6205 1.6938
H: -0.8979 -2.4423 -0.1724
H: 0.5493 -2.2585 0.8249
H: -0.5162 0.1880 1.1046
H: 0.9546 -0.7184 -1.2928
H: 2.1737 0.8829 0.9684
H: 1.9638 -0.8037 1.2809
H: 2.9501 -0.1883 -0.1357
H: 0.8032 2.0455 -0.1143
H: 1.3082 1.6126 -1.7035
H: -0.7526 1.3612 -2.5866
H: -1.6684 1.1937 -1.0981
H: -0.8845 4.0489 -2.5652

Here are the Mulliken charges for atoms 1 to 4, given in e: -1.352, -0.160, -0.265, 0.097

This record from the OMol25 dataset describes a 9-piece molecular cluster, C18H54O9 overall. The level of theory is the ωB97M-V functional and the def2-TZVPD basis.

As for the SMILES: CCO.CCO.CCO.CCO.CCO.CCO.CCO.CCO.CCO. The total energy is -37967.0349 eV. Its charge is 0. Its multiplicity is 1. The value obtained for the highest occupied orbital energy is -9.53 eV. The frontier orbital gap is 9.9 eV. As for the energy relative to the best compared isomer or geometry (same formula, charge and spin): 65.3 kcal per mole.

Cartesian coordinates (Å):
C: 18.8152 -16.6912 3.3581
C: 18.4447 -17.0824 1.9572
O: 17.9158 -15.9234 1.3189
H: 19.3779 -17.4716 3.8706
H: 17.9018 -16.4564 3.9116
H: 19.4162 -15.7802 3.3709
H: 17.7078 -17.8918 1.9666
H: 19.3122 -17.4149 1.3757
H: 17.9591 -15.9731 0.3454
C: 18.7989 -12.1981 6.9378
C: 18.6903 -12.3810 5.4365
O: 18.4299 -13.7624 5.1357
H: 17.8275 -12.3700 7.4008
H: 19.1256 -11.1833 7.1747
H: 19.5328 -12.8782 7.3722
H: 19.5827 -12.0090 4.9145
H: 17.8856 -11.7348 5.0552
H: 18.0367 -13.7581 4.2562
C: 21.0076 -17.7567 -0.8904
C: 21.3869 -17.0795 -2.1614
O: 21.0763 -15.6793 -2.0741
H: 21.3995 -17.2308 -0.0171
H: 21.3210 -18.7992 -0.8163
H: 19.9146 -17.7980 -0.7912
H: 20.7949 -17.4692 -2.9936
H: 22.4395 -17.2491 -2.3946
H: 21.9020 -15.1953 -2.1493
C: 22.0591 -16.8707 1.7326
C: 22.2198 -16.5153 3.1921
O: 22.5289 -17.7295 3.8737
H: 21.7231 -16.0153 1.1414
H: 21.4482 -17.7588 1.5931
H: 23.0519 -17.0938 1.3190
H: 21.2793 -16.1071 3.5775
H: 22.9889 -15.7441 3.3000
H: 22.8801 -17.5163 4.7432
C: 17.7451 -20.1899 6.6214
C: 19.0338 -20.3289 5.8330
O: 19.9418 -21.1554 6.5700
H: 17.8831 -19.6315 7.5503
H: 17.3890 -21.1797 6.9106
H: 16.9839 -19.6797 6.0290
H: 19.4481 -19.3412 5.6222
H: 18.7398 -20.8429 4.9137
H: 20.3875 -21.7372 5.9496
C: 22.1549 -12.5694 1.9435
C: 20.8520 -13.2832 2.2795
O: 19.7888 -12.3623 2.1642
H: 22.9814 -13.2472 1.7198
H: 22.4744 -11.9899 2.8143
H: 22.0093 -11.8902 1.1049
H: 20.9651 -13.7546 3.2673
H: 20.6239 -14.1032 1.5795
H: 18.9821 -12.8986 2.1497
C: 18.9054 -13.1487 -1.1617
C: 18.0068 -14.1728 -1.8650
O: 18.1673 -15.4862 -1.3542
H: 19.9026 -13.5614 -1.0232
H: 18.4596 -12.8089 -0.2291
H: 19.0027 -12.2521 -1.7824
H: 18.1584 -14.1670 -2.9501
H: 16.9567 -13.9163 -1.7145
H: 19.0863 -15.7639 -1.4612
C: 15.7058 -11.7455 2.0947
C: 16.0235 -13.1660 1.7516
O: 17.2420 -13.5368 2.4163
H: 15.6180 -11.6413 3.1746
H: 14.7542 -11.4708 1.6354
H: 16.4938 -11.0932 1.7242
H: 16.1278 -13.2893 0.6645
H: 15.2179 -13.8507 2.0404
H: 17.4166 -14.4784 2.2151
C: 17.7099 -21.0804 2.1195
C: 18.0393 -22.5483 2.3295
O: 19.4456 -22.7609 2.2029
H: 17.9867 -20.7909 1.0995
H: 18.2791 -20.4953 2.8402
H: 16.6572 -20.7951 2.1749
H: 17.5080 -23.1842 1.6132
H: 17.7547 -22.8856 3.3279
H: 19.6383 -23.0423 1.3061

Here are the Mulliken charges for atoms 1 to 4, given in e: -0.887, 1.004, -0.492, 0.386

This record from the OMol25 dataset describes a 2-piece molecular cluster, C4H4F2 overall. The level of theory is the ωB97M-V functional and the def2-TZVPD basis.

The total energy is -9641.2841 eV. Its charge is 0. Its multiplicity is 1. The value obtained for the highest occupied orbital energy (alpha / beta) is -10.08 / -10.03 eV. The frontier orbital gap (alpha / beta) is 9.2 / 9.2 eV. As for the energy relative to the best compared isomer or geometry (same formula, charge and spin): 119.2 kcal per mole.

Cartesian coordinates (Å):
C: 2.0402 -1.2170 -0.0192
C: -2.1049 1.1941 -0.0498
C: 1.3571 -0.1178 -0.0831
C: -1.2819 0.1892 0.0061
F: 1.9007 1.1012 0.0836
F: -1.7547 -1.0366 0.0497
H: 3.1497 -1.2260 0.3873
H: 1.5955 -2.1222 -0.3053
H: -3.1064 1.0512 0.1867
H: -1.7953 2.1839 -0.2560

Here are the Mulliken charges for atoms 1 to 4, given in e: -0.478, -0.633, 0.188, 0.299

This record from the OMol25 dataset describes C2H3NOS in the gas phase. The level of theory is the ωB97M-V functional and the def2-TZVPD basis.

As for the SMILES: C=NOC=S. The total energy is -16492.1373 eV. Its charge is 0. Its multiplicity is 1. The value obtained for the highest occupied orbital energy is -9.06 eV. The frontier orbital gap is 9.2 eV. As for the energy relative to the best compared isomer or geometry (same formula, charge and spin): 70.6 kcal per mole.

Cartesian coordinates (Å):
C: 1.0578 -0.2243 1.2832
N: 0.3848 -0.4245 0.1889
O: -0.6426 0.4940 0.0665
C: -1.1041 0.1810 -1.1710
S: -1.6207 1.2981 -2.2076
H: 1.9694 -0.9186 1.2382
H: 0.7128 0.3886 2.0446
H: -0.7575 -0.7942 -1.4428

Here are the Mulliken charges for atoms 1 to 4, given in e: -0.290, -0.400, -0.083, 0.060